The following is a quantum chemistry calculation of a structure of composition C2H4CdO3 in a non-equilibrium geometry, from OMol25.

HOMO-LUMO gap (Eh): 0.356
Charge: +2
Calculated total energy (eV): -12820.1272

Geometry as XYZ:
```
10
C2H4CdO3 | OMol25 | the ωB97M-V functional and the def2-TZVPD basis
Cd 1.591 0.210 -0.058
O -0.649 -1.041 -0.447
O 0.048 1.480 0.038
O 0.553 -1.426 0.204
C -1.109 1.186 0.283
C -1.646 -0.201 0.140
H -1.851 1.967 0.515
H -2.519 -0.208 -0.528
H -1.936 -0.601 1.124
H -0.788 -2.081 -0.509
```